A structure of composition C2HBrI2O, computed with wB97M-V/def2-TZVPD.

Calculated values
Lowest unoccupied orbital energy, eV: -1.56
E_HOMO, eV: -9.9
Energy above the lowest of the compared OMol25 structures with the same formula, charge and spin, eV: 0.000
Net charge: 0

Cartesian coordinates (Å):
C -0.907 0.242 0.145
C 0.489 -0.296 0.084
O -1.343 0.825 1.090
Br 1.389 -0.267 1.738
I 0.692 -2.126 -0.978
I 1.148 1.546 -1.285
H -1.467 0.076 -0.794

Computed Mulliken charges, given in elementary charges: atom 1 (C): 0.011, atom 2 (C): -0.406, atom 3 (O): -0.412, atom 4 (Br): 0.036, atom 5 (I): 0.246, atom 6 (I): 0.133, atom 7 (H): 0.393

=====

An isolated molecule of C2HBrN2O2, computed with wB97M-V/def2-TZVPD.

Calculated values
Lowest unoccupied orbital energy (alpha / beta), eV: 0.19 / 0.19
SMILES: [O-][n+]1oncc1Br
E_HOMO (alpha / beta), eV: -9.3 / -9.3
Energy above the lowest of the compared OMol25 structures with the same formula, charge and spin, eV: 4.057
Net charge: 0

Cartesian coordinates (Å):
C 0.980 -0.651 -0.139
C -0.440 -0.496 -0.071
N 1.503 0.510 0.113
N -0.649 0.812 0.008
O -1.589 1.567 -0.115
O 0.574 1.437 0.206
Br -1.800 -1.653 0.041
H 1.421 -1.527 -0.044

Computed Mulliken charges, given in elementary charges: atom 1 (C): -0.189, atom 2 (C): 0.095, atom 3 (N): -0.287, atom 4 (N): 0.717, atom 5 (O): -0.656, atom 6 (O): -0.114, atom 7 (Br): -0.028, atom 8 (H): 0.462

=====

A cluster of 2 separate species, C2HCl2NO2 in total, computed with wB97M-V/def2-TZVPD.

Calculated values
Lowest unoccupied orbital energy (alpha / beta), eV: -1.75 / -1.65
E_HOMO (alpha / beta), eV: -10.7 / -10.0
Energy above the lowest of the compared OMol25 structures with the same formula, charge and spin, eV: 2.270
Net charge: 0

Cartesian coordinates (Å):
C -0.329 1.035 0.991
C -1.183 0.552 -0.002
N 0.347 1.401 1.828
O -1.694 -0.902 -1.526
O -0.862 -0.447 -0.706
Cl 2.861 -1.140 0.216
Cl -2.671 1.424 -0.297
H 3.530 -1.923 -0.504

Computed Mulliken charges, given in elementary charges: atom 1 (C): 0.069, atom 2 (C): 0.520, atom 3 (N): -0.259, atom 4 (O): -0.540, atom 5 (O): 0.269, atom 6 (Cl): -0.236, atom 7 (Cl): -0.059, atom 8 (H): 0.236

=====

An isolated molecule of C2HCl2NS, computed with wB97M-V/def2-TZVPD.

Calculated values
Lowest unoccupied orbital energy, eV: 0.34
SMILES: S=C=NC(Cl)Cl
E_HOMO, eV: -9.3
Energy above the lowest of the compared OMol25 structures with the same formula, charge and spin, eV: 1.211
Net charge: 0

Cartesian coordinates (Å):
C -1.684 -0.122 0.572
C 1.049 0.164 -0.324
N -0.478 -0.029 0.192
S -3.225 -0.376 1.173
Cl 1.374 1.709 -1.040
Cl 1.444 -1.233 -1.294
H 1.519 -0.112 0.722

Computed Mulliken charges, given in elementary charges: atom 1 (C): 0.394, atom 2 (C): 0.154, atom 3 (N): -0.428, atom 4 (S): -0.254, atom 5 (Cl): -0.075, atom 6 (Cl): -0.093, atom 7 (H): 0.301

=====

A cluster of 2 separate species, C2HCl2O3 in total, computed with wB97M-V/def2-TZVPD.

Calculated values
Lowest unoccupied orbital energy, eV: 3.41
E_HOMO, eV: -2.7
Energy above the lowest of the compared OMol25 structures with the same formula, charge and spin, eV: 2.264
Net charge: -1

Cartesian coordinates (Å):
C -0.042 0.071 1.938
C 0.695 -0.102 -1.261
O -1.172 -0.089 1.823
O 1.032 0.212 2.265
O -0.104 -1.101 -0.800
Cl 0.220 0.311 -3.078
Cl 0.288 1.544 -0.450
H -0.917 -0.847 -0.436

Computed Mulliken charges, given in elementary charges: atom 1 (C): 0.714, atom 2 (C): -0.272, atom 3 (O): -0.426, atom 4 (O): -0.352, atom 5 (O): -0.268, atom 6 (Cl): -0.340, atom 7 (Cl): -0.307, atom 8 (H): 0.252

=====

A structure of composition C2HCl3I2, computed with wB97M-V/def2-TZVPD.

Calculated values
Lowest unoccupied orbital energy (alpha / beta), eV: 0.08 / -2.81
E_HOMO (alpha / beta), eV: -7.9 / -9.4
Energy above the lowest of the compared OMol25 structures with the same formula, charge and spin, eV: 0.340
2S+1: 3
Net charge: 0

Cartesian coordinates (Å):
C -0.039 -1.154 -0.120
C -0.703 0.173 0.145
Cl 1.645 -1.052 0.570
Cl -0.713 -2.571 0.623
Cl -1.315 0.485 1.696
I 1.491 3.610 -0.587
I -0.642 1.681 -1.110
H 0.276 -1.173 -1.219

Computed Mulliken charges, given in elementary charges: atom 1 (C): 0.031, atom 2 (C): -0.157, atom 3 (Cl): -0.146, atom 4 (Cl): -0.113, atom 5 (Cl): -0.101, atom 6 (I): -0.131, atom 7 (I): 0.322, atom 8 (H): 0.293

=====

An isolated molecule of C2HClF2S, computed with wB97M-V/def2-TZVPD.

Calculated values
Lowest unoccupied orbital energy, eV: -0.97
SMILES: FC(F)(Cl)C=S
E_HOMO, eV: -9.6
Energy above the lowest of the compared OMol25 structures with the same formula, charge and spin, eV: 0.308
Net charge: 0

Cartesian coordinates (Å):
C -0.413 0.367 0.014
C 0.808 -0.097 -0.654
H 0.594 -0.260 -1.672
F -0.865 1.339 -0.703
F -0.167 0.743 1.215
S 2.185 -0.336 0.034
Cl -1.684 -0.866 0.022

Computed Mulliken charges, given in elementary charges: atom 1 (C): 0.840, atom 2 (C): -0.419, atom 3 (H): 0.315, atom 4 (F): -0.204, atom 5 (F): -0.197, atom 6 (S): -0.185, atom 7 (Cl): -0.150

=====

An isolated molecule of C2HClF3N, computed with wB97M-V/def2-TZVPD.

Calculated values
Lowest unoccupied orbital energy (alpha / beta), eV: -1.45 / -1.45
E_HOMO (alpha / beta), eV: -10.0 / -10.0
Energy above the lowest of the compared OMol25 structures with the same formula, charge and spin, eV: 7.497
Net charge: 0

Cartesian coordinates (Å):
C -2.070 1.178 0.529
C -2.515 -0.169 -0.088
N 0.894 0.582 0.692
F -1.928 -0.589 -1.215
F -3.859 -0.386 -0.150
F -2.086 -1.045 0.850
Cl -0.465 1.268 0.850
H 1.558 1.354 0.884

Computed Mulliken charges, given in elementary charges: atom 1 (C): -0.295, atom 2 (C): 0.815, atom 3 (N): -0.562, atom 4 (F): -0.199, atom 5 (F): -0.222, atom 6 (F): -0.236, atom 7 (Cl): 0.432, atom 8 (H): 0.267